ORCA calculation (wB97M-V/def2-TZVPD) on a cluster of 5 separate species, C25H51BrF5NO5 in total.

Structure (XYZ):
```
88
Properties=species:S:1:pos:R:3:forces:R:3:mulliken_charge:R:1
O 3.1440 3.1245 4.0179 0.119 0.026 0.318 -0.635
C 2.7369 3.0080 2.8939 -0.004 0.019 -0.105 0.126
C 1.9290 1.8505 2.3285 -0.190 0.004 -0.202 -0.931
C 2.3559 1.7933 0.8496 -0.069 0.193 -0.075 1.969
C 1.3572 1.1637 -0.1538 0.059 -0.227 -0.007 -1.799
C 0.3192 0.1400 0.3369 -0.119 0.038 -0.003 -0.229
C -0.9327 0.7535 0.9534 0.087 0.012 0.111 -0.712
Br -2.3545 -0.5665 1.0032 -0.040 -0.071 -0.015 -0.155
C 3.7613 1.1875 0.6390 -0.212 -0.068 0.148 0.524
F 4.1169 1.3521 -0.6604 0.101 0.045 -0.169 -0.244
F 4.6900 1.8532 1.3639 0.078 0.119 0.142 -0.382
C 3.9655 -0.3390 0.9716 -0.252 -0.055 -0.007 0.650
F 2.8884 -0.8549 1.5883 0.168 0.045 0.021 -0.249
F 4.1548 -1.0438 -0.1439 0.002 -0.040 -0.036 -0.251
F 5.0112 -0.5213 1.7684 0.038 -0.032 -0.028 -0.275
C 2.4888 3.3243 0.5987 -0.050 0.255 -0.027 -0.825
N 2.9222 3.9142 1.8668 0.154 -0.441 -0.138 -0.210
H 0.8879 2.1943 2.3372 0.059 -0.149 0.058 0.416
H 1.9953 0.9391 2.9168 0.136 0.104 -0.004 0.299
H 1.9349 0.6832 -0.9486 -0.079 0.066 0.015 0.415
H 0.8102 1.9735 -0.6479 0.080 -0.030 0.024 0.349
H -0.0061 -0.4270 -0.5394 0.027 0.076 0.043 0.233
H 0.7422 -0.5850 1.0326 -0.022 0.066 -0.070 0.342
H -0.7985 1.0517 1.9913 -0.005 0.042 -0.119 0.346
H -1.3016 1.6018 0.3773 0.005 -0.084 0.004 0.380
H 1.4830 3.6928 0.3690 0.101 -0.004 -0.082 0.434
H 3.1436 3.6073 -0.2271 0.017 -0.065 0.113 0.000
H 3.8136 4.3883 1.8951 -0.167 0.207 -0.025 0.330
C -2.4176 -5.1487 -1.4556 -0.054 0.003 0.015 -1.168
C -1.9172 -4.3007 -0.2987 0.066 0.049 -0.034 0.246
O -2.9331 -3.8708 0.5862 -0.097 0.078 0.046 -0.260
C -3.6689 -4.8804 1.2506 -0.011 -0.040 -0.002 0.008
C -2.8249 -5.7872 2.1296 0.040 0.023 -0.002 -1.157
H -3.1801 -4.6106 -2.0209 0.004 0.000 -0.001 0.271
H -1.5888 -5.3828 -2.1261 0.002 0.013 -0.008 0.386
H -2.8453 -6.0945 -1.1199 0.029 -0.011 0.001 0.370
H -1.4839 -3.3752 -0.6811 0.005 -0.003 0.015 -0.236
H -1.1236 -4.8263 0.2461 -0.030 -0.027 0.010 0.269
H -4.2486 -5.4747 0.5340 0.032 -0.010 -0.013 0.332
H -4.3874 -4.3363 1.8656 -0.007 -0.010 -0.017 -0.052
H -2.1055 -6.3675 1.5504 -0.025 -0.019 -0.007 0.309
H -3.4686 -6.4923 2.6576 -0.006 0.009 0.011 0.424
H -2.2748 -5.2005 2.8668 0.002 -0.002 -0.004 0.286
C -2.0665 -2.5912 -5.0852 0.009 -0.022 0.047 -0.972
C -1.4012 -1.2725 -4.7302 -0.051 0.010 -0.030 -0.362
O -0.9094 -1.2133 -3.4025 0.054 0.039 0.068 -0.364
C 0.0747 -2.1726 -3.0617 0.018 -0.044 0.023 0.354
C 1.3469 -2.0852 -3.8872 -0.021 0.048 -0.031 -1.469
H -2.8794 -2.8075 -4.3906 0.003 -0.002 -0.001 0.215
H -2.4771 -2.5364 -6.0942 -0.016 0.012 0.004 0.413
H -1.3654 -3.4266 -5.0606 0.009 0.009 -0.031 0.263
H -2.1312 -0.4650 -4.7884 0.009 0.003 -0.006 0.344
H -0.6074 -1.0390 -5.4491 0.023 -0.028 0.019 0.317
H -0.3413 -3.1863 -3.1054 -0.001 0.006 -0.038 -0.079
H 0.3054 -1.9741 -2.0142 -0.005 -0.031 0.002 0.275
H 1.1693 -2.2999 -4.9416 0.001 -0.034 0.006 0.356
H 2.0751 -2.8101 -3.5206 0.002 0.009 0.018 0.434
H 1.7837 -1.0879 -3.8127 0.002 -0.003 -0.003 0.334
C -6.3607 -2.2201 3.0067 -0.005 0.052 -0.020 -1.097
C -5.1869 -1.9248 3.9252 0.031 -0.051 -0.023 -0.246
O -4.8021 -0.5639 3.9530 0.072 0.044 0.015 -0.353
C -5.7745 0.3597 4.4035 -0.043 0.004 -0.008 -0.367
C -6.2422 0.1253 5.8299 0.028 -0.037 0.011 -1.034
H -6.1414 -1.8892 1.9905 0.002 -0.005 0.001 0.231
H -6.5536 -3.2942 2.9884 0.008 -0.004 -0.007 0.399
H -7.2766 -1.7281 3.3370 -0.003 -0.025 0.020 0.377
H -4.3002 -2.4502 3.5663 0.004 0.002 0.011 0.250
H -5.3908 -2.2933 4.9378 -0.029 0.026 0.000 0.256
H -6.6327 0.3834 3.7212 -0.003 -0.030 0.007 0.318
H -5.2848 1.3313 4.3311 -0.008 0.000 -0.008 0.318
H -6.7590 -0.8288 5.9416 -0.026 0.015 -0.013 0.270
H -6.9372 0.9130 6.1241 0.009 0.011 0.002 0.385
H -5.3951 0.1364 6.5171 -0.003 -0.003 -0.001 0.288
C 5.3443 7.3004 -2.6878 -0.034 -0.031 -0.031 -1.091
C 5.3241 6.3758 -1.4837 0.033 0.040 0.020 -0.382
O 4.4769 5.2482 -1.6343 -0.082 -0.061 0.087 -0.380
C 4.7890 4.3661 -2.7007 0.004 -0.052 -0.030 -0.293
C 6.1690 3.7404 -2.6048 0.013 0.022 0.057 -1.171
H 4.3364 7.6427 -2.9256 0.004 0.000 -0.001 0.301
H 5.9642 8.1713 -2.4711 -0.012 0.009 0.012 0.395
H 5.7576 6.8146 -3.5725 0.031 0.006 0.014 0.272
H 4.9254 6.9062 -0.6183 0.006 -0.003 0.001 0.325
H 6.3417 6.0617 -1.2261 -0.004 -0.022 -0.028 0.336
H 4.6594 4.8676 -3.6661 0.022 0.025 0.016 0.384
H 4.0291 3.5849 -2.6440 -0.004 0.005 -0.014 0.286
H 6.9640 4.4833 -2.6793 -0.004 -0.001 -0.036 0.353
H 6.3062 3.0279 -3.4190 -0.011 -0.013 0.006 0.399
H 6.2837 3.2093 -1.6587 -0.002 -0.001 -0.005 0.267
```
Forces are in eV/Å.

Summary:
E_tot (eV): -122109.0896
2S+1: 1
F_max (eV Å⁻¹): 0.487
SMILES: O=C1C[C@](CCCBr)(C(F)(F)C(F)(F)F)CN1.CCOCC.CCOCC.CCOCC.CCOCC
Highest occupied orbital energy (eV): -9.470